{
  "formula": "C32H25Cl5GeNOPd",
  "method": "ωB97M-V/def2-TZVPD",
  "spin_multiplicity": 1,
  "total_charge": 1,
  "energy_ha": -5869.94724,
  "lumo_energy_ev": [-3.9, -3.9],
  "relative_energy_kj_mol": 0.0,
  "elements": ["Pd", "Cl", "C", "C", "C", "Cl", "C", "O", "C", "Cl", "C", "H", "H", "Cl", "C", "Cl", "H", "H", "N", "C", "C", "C", "C", "C", "C", "C", "C", "C", "C", "C", "C", "C", "H", "H", "H", "H", "H", "H", "H", "H", "H", "H", "Ge", "C", "C", "C", "C", "C", "C", "C", "C", "C", "C", "C", "C", "H", "H", "H", "H", "H", "H", "H", "H", "H", "H", "H"],
  "xyz": [[-0.158, -0.235, -0.772], [-3.193, 6.113, -1.986], [-2.861, 4.423, -1.871], [-1.791, 3.994, -1.104], [-1.555, 2.638, -1.021], [-0.146, 2.106, -0.111], [-2.344, 1.695, -1.663], [-2.122, 0.348, -1.526], [-3.389, 2.166, -2.452], [-4.363, 1.026, -3.305], [-3.655, 3.522, -2.557], [-1.155, 4.702, -0.592], [-4.476, 3.863, -3.172], [2.941, -3.074, -2.131], [1.250, -3.295, -1.738], [0.218, -2.047, -2.526], [1.102, -3.184, -0.670], [0.901, -4.247, -2.117], [1.345, -0.928, 0.159], [2.508, -0.426, 0.164], [2.869, 0.789, -0.624], [3.415, 1.883, 0.042], [3.675, 3.053, -0.656], [3.413, 3.122, -2.018], [2.898, 2.020, -2.687], [2.620, 0.852, -1.991], [3.553, -1.080, 1.002], [4.886, -1.022, 0.606], [5.857, -1.674, 1.351], [5.501, -2.369, 2.499], [4.172, -2.418, 2.901], [3.198, -1.779, 2.153], [3.631, 1.814, 1.102], [4.091, 3.908, -0.139], [3.626, 4.033, -2.561], [2.717, 2.069, -3.753], [2.231, -0.015, -2.506], [5.162, -0.477, -0.289], [6.892, -1.637, 1.038], [6.261, -2.869, 3.084], [3.900, -2.950, 3.803], [2.159, -1.808, 2.457], [-3.208, -0.526, -0.250], [-3.349, 0.691, 1.222], [-4.499, 1.479, 1.282], [-4.651, 2.431, 2.280], [-3.657, 2.594, 3.235], [-2.513, 1.807, 3.195], [-2.360, 0.862, 2.193], [-2.331, -2.229, -0.075], [-1.528, -2.567, 1.016], [-1.014, -3.850, 1.144], [-1.307, -4.812, 0.187], [-2.115, -4.493, -0.899], [-2.627, -3.211, -1.024], [-4.578, -0.722, -0.895], [-5.287, 1.354, 0.546], [-5.545, 3.040, 2.318], [-3.778, 3.331, 4.019], [-1.744, 1.930, 3.946], [-1.456, 0.264, 2.172], [-1.301, -1.837, 1.783], [-0.395, -4.101, 1.996], [-0.919, -5.817, 0.295], [-2.358, -5.248, -1.636], [-3.265, -2.977, -1.869]],
  "mulliken_charge": [0.897, -0.192, 0.318, -1.004, 1.267, -0.229, -1.071, -0.435, 0.706, -0.176, -0.606, 0.512, 0.482, -0.112, 0.173, -0.047, -0.220, 0.432, -0.175, 0.312, -0.121, -0.169, -0.826, -0.491, -0.835, 0.198, 0.444, -0.400, -0.741, -0.440, -0.642, -0.418, 0.505, 0.432, 0.439, 0.451, 0.288, 0.434, 0.416, 0.414, 0.425, 0.410, 0.609, 0.519, -0.572, -0.661, -0.501, -0.912, 0.342, 0.259, 0.499, -0.757, -0.522, -0.653, -0.767, -0.062, 0.394, 0.430, 0.416, 0.440, 0.115, 0.104, 0.428, 0.416, 0.444, 0.393]
}

---

{
  "formula": "C31H27ClN4O6",
  "method": "ωB97M-V/def2-TZVPD",
  "smiles": "COc1ccc(C(=O)Nc2ccccc2C(=O)N[C@H](Cc2ccc(O)cc2)C(=O)NNC(=O)c2ccccc2Cl)cc1",
  "spin_multiplicity": 1,
  "energy_ha": -2328.25201,
  "lumo_energy_ev": 0.3,
  "relative_energy_kj_mol": 6.5,
  "elements": ["C", "O", "C", "C", "C", "C", "C", "O", "N", "C", "C", "C", "C", "C", "C", "C", "O", "N", "C", "C", "C", "C", "C", "C", "O", "C", "C", "C", "O", "N", "N", "C", "O", "C", "C", "C", "C", "C", "C", "Cl", "C", "C", "H", "H", "H", "H", "H", "H", "H", "H", "H", "H", "H", "H", "H", "H", "H", "H", "H", "H", "H", "H", "H", "H", "H", "H", "H", "H", "H"],
  "xyz": [[-5.620, -2.083, -2.698], [-5.785, -0.752, -2.271], [-4.683, -0.032, -1.938], [-4.909, 1.293, -1.558], [-3.857, 2.095, -1.187], [-2.547, 1.610, -1.172], [-1.491, 2.558, -0.715], [-1.703, 3.750, -0.607], [-0.297, 1.957, -0.422], [0.893, 2.505, 0.003], [1.038, 3.874, 0.241], [2.252, 4.396, 0.631], [3.356, 3.569, 0.787], [3.226, 2.212, 0.581], [2.003, 1.650, 0.209], [1.871, 0.192, 0.013], [0.987, -0.323, -0.675], [2.728, -0.607, 0.689], [2.789, -2.027, 0.386], [3.625, -2.295, -0.878], [4.964, -1.626, -0.768], [5.165, -0.360, -1.301], [6.375, 0.292, -1.149], [7.412, -0.318, -0.454], [8.619, 0.281, -0.275], [7.220, -1.588, 0.084], [6.007, -2.227, -0.073], [1.359, -2.551, 0.194], [0.993, -3.253, -0.719], [0.561, -2.268, 1.264], [-0.826, -2.316, 1.106], [-1.526, -1.314, 1.719], [-0.954, -0.563, 2.489], [-2.983, -1.305, 1.439], [-3.647, -2.484, 1.100], [-5.009, -2.493, 0.870], [-5.736, -1.317, 0.971], [-5.100, -0.140, 1.313], [-3.732, -0.130, 1.555], [-2.992, 1.362, 1.979], [-2.326, 0.296, -1.572], [-3.380, -0.517, -1.952], [-5.016, -2.139, -3.610], [-5.162, -2.699, -1.918], [-6.623, -2.451, -2.909], [-5.922, 1.663, -1.565], [-4.022, 3.120, -0.891], [-0.228, 0.955, -0.589], [0.182, 4.513, 0.099], [2.345, 5.458, 0.802], [4.313, 3.983, 1.067], [4.104, 1.588, 0.675], [3.506, -0.206, 1.186], [3.234, -2.531, 1.251], [3.728, -3.373, -0.998], [3.071, -1.909, -1.735], [4.368, 0.125, -1.846], [6.517, 1.278, -1.573], [8.629, 1.140, -0.715], [8.034, -2.053, 0.617], [5.869, -3.214, 0.346], [0.798, -1.522, 1.918], [-1.099, -2.743, 0.229], [-3.091, -3.408, 1.048], [-5.506, -3.419, 0.625], [-6.799, -1.317, 0.787], [-5.653, 0.780, 1.402], [-1.333, -0.127, -1.625], [-3.168, -1.529, -2.261]],
  "mulliken_charge": [-0.813, -0.464, 0.960, -0.871, -0.631, 0.134, 0.450, -0.739, 0.468, 0.450, -0.719, -0.589, -1.023, -0.695, 0.593, 0.744, -0.794, -0.115, 0.430, -1.207, -0.143, -0.298, -0.607, 0.940, -0.566, -0.726, -0.359, -0.232, -0.704, -0.384, -0.156, 0.114, -0.703, 0.202, -0.337, -0.905, -0.496, -0.526, 0.623, -0.117, -0.912, -0.453, 0.364, 0.264, 0.245, 0.451, 0.417, -0.175, 0.547, 0.423, 0.416, 0.177, 0.418, 0.572, 0.613, 0.334, 0.405, 0.302, 0.283, 0.422, 0.436, 0.473, 0.449, 0.626, 0.471, 0.389, 0.504, 0.904, 0.448]
}